Formula: C76H101N7O10
Source: OMol25
Level of theory: ωB97M-V/def2-TZVPD

Last column: Mulliken charge in e.
Atoms and positions in Å:
C -17.00220 17.86861 -4.34594  -1.316
C -16.87506 16.30093 -4.45190  0.703
C -16.95713 15.67431 -3.06226  -0.875
O -16.57402 14.32807 -3.15591  -0.053
C -16.97752 13.58428 -1.92949  -0.800
N -17.98238 15.72610 -5.13328  -0.745
H -15.96248 18.18637 -4.42412  0.275
H -17.45409 18.19997 -3.41101  0.312
H -17.59788 18.28354 -5.15903  0.402
H -15.95313 15.90550 -4.87822  0.302
H -17.99868 15.70893 -2.74274  0.088
H -16.58224 16.38182 -2.32267  0.391
H -18.04478 13.78916 -1.84542  0.485
H -16.44439 13.89155 -1.02980  0.176
H -16.77901 12.51594 -2.01529  0.197
H -17.98483 14.72076 -5.23025  0.176
H -18.15437 16.19271 -6.01237  0.207
C -15.59556 10.87204 -4.02559  -1.457
C -14.52972 10.87790 -2.89641  1.118
C -13.35754 9.94195 -3.18196  -0.659
O -13.79078 8.61621 -3.18719  -0.441
C -14.11199 8.06041 -1.95894  -0.437
N -14.03588 12.22165 -2.72653  0.013
H -16.46502 11.51656 -3.89629  0.258
H -16.04394 9.90301 -4.24475  0.374
H -15.11702 11.23258 -4.93615  0.329
H -15.26552 10.70529 -2.11099  -0.059
H -12.63513 9.95866 -2.36592  0.439
H -12.84959 10.00966 -4.14399  0.279
H -14.83098 8.64079 -1.38075  0.185
H -13.15900 8.00193 -1.43311  0.142
H -14.60842 7.10428 -2.12472  0.273
H -13.16962 12.30548 -2.21402  0.051
H -14.61613 12.67930 -2.03808  -0.409
C -11.10808 14.78099 -2.19778  -0.754
C -10.81957 14.54547 -3.68196  0.854
C -9.92858 13.37158 -3.94152  -1.127
O -8.80444 13.38384 -3.07362  -0.099
C -7.68635 12.61237 -3.54160  -0.806
N -12.10969 14.36571 -4.38681  -0.632
H -11.33901 15.84589 -2.17011  0.288
H -10.23965 14.81897 -1.54015  0.515
H -11.88506 14.28702 -1.61434  -0.224
H -10.33934 15.49037 -3.93624  0.210
H -9.63023 13.21022 -4.97740  0.455
H -10.40731 12.42519 -3.69000  0.189
H -6.85390 12.71342 -2.84525  0.125
H -7.45195 12.82231 -4.58519  0.360
H -7.86823 11.54638 -3.67828  0.340
H -12.64033 15.20563 -4.56861  0.368
H -12.66559 13.80158 -3.76005  0.099
C -9.94639 19.00082 -1.76351  -1.888
C -8.91049 17.91786 -1.64101  1.952
C -7.71347 18.03774 -2.58311  -0.385
O -8.01085 17.67597 -3.92505  -0.310
C -6.87885 17.55313 -4.84916  -0.875
N -8.51883 17.84777 -0.25270  -0.094
H -10.45158 19.16158 -2.71589  0.416
H -9.42721 19.91362 -1.47135  0.458
H -10.79544 18.90876 -1.08620  0.415
H -9.51439 17.08007 -1.98958  -1.107
H -6.93521 17.36607 -2.22079  0.048
H -7.19714 18.98343 -2.41827  0.341
H -6.07145 17.00350 -4.36530  0.330
H -6.41105 18.46338 -5.22429  0.298
H -7.09215 16.88849 -5.68634  0.311
H -8.22942 18.76229 0.06352  0.305
H -7.72575 17.22250 -0.26508  -0.228
C -4.90620 15.00330 2.42852  -0.535
C -5.49372 15.82510 1.40254  -0.252
C -5.79779 15.31873 0.10792  -0.196
C -5.70988 13.98848 -0.08473  -0.235
C -5.14966 13.20325 0.94694  -0.458
C -4.71876 13.66620 2.20154  -0.190
H -4.80237 15.43764 3.41186  0.461
H -5.72419 16.84529 1.67180  0.521
H -6.15018 15.92014 -0.71701  -0.222
H -6.06284 13.63130 -1.04089  0.341
H -5.04565 12.14379 0.76492  0.364
H -4.33934 12.93472 2.89966  0.283
C -9.30048 9.23666 3.35812  -0.325
C -10.10778 8.47565 2.56866  -0.569
C -9.96516 8.56793 1.21904  -0.472
C -8.96960 9.38449 0.67212  -0.636
C -8.15439 10.18021 1.45990  -0.183
C -8.29956 10.00061 2.82705  -0.618
H -9.48986 9.13924 4.41692  0.405
H -10.83960 7.96217 3.17462  0.454
H -10.62933 8.18280 0.45947  0.320
H -8.80146 9.50511 -0.38787  0.463
H -7.57211 10.95554 0.98428  0.490
H -7.74347 10.67156 3.46502  0.701
C -14.39701 22.89971 0.16589  -0.150
C -13.55090 21.85680 0.68039  -0.803
C -13.54643 20.73085 -0.11847  0.271
C -14.18189 20.64339 -1.34856  -0.800
C -14.95930 21.65350 -1.76433  -0.222
C -15.07878 22.79079 -0.98491  -0.505
H -14.69337 23.78676 0.70600  0.279
H -13.05991 21.88831 1.64182  0.363
H -13.11810 19.88476 0.39832  0.374
H -14.20637 19.69752 -1.86927  0.461
H -15.53157 21.62333 -2.67975  0.385
H -15.67719 23.66305 -1.20278  0.352
C -4.90780 20.07662 4.55851  -0.863
C -5.83252 19.36231 3.83322  -0.271
C -7.10021 18.91380 4.31199  0.148
C -7.29445 19.11760 5.71425  -0.257
C -6.23825 19.70293 6.49908  -0.726
C -5.08993 20.21996 5.88103  -0.242
H -3.99267 20.50747 4.17996  0.366
H -5.55656 19.36173 2.78907  0.320
H -7.79063 18.47361 3.60776  0.405
H -8.23998 18.88475 6.18129  0.402
H -6.37032 19.83116 7.56327  0.369
H -4.38885 20.76536 6.49538  0.370
C -4.55600 10.23715 4.87391  -0.169
C -5.17000 9.55350 5.89751  -0.453
C -4.68275 9.75756 7.23496  -0.334
C -3.60812 10.63608 7.46530  -0.606
C -3.07059 11.32392 6.39348  -0.332
C -3.54757 11.16038 5.09229  -0.589
H -4.90046 10.01659 3.87437  0.440
H -6.07051 9.00445 5.66509  0.442
H -5.06091 9.08030 7.98644  0.404
H -3.16646 10.59096 8.44982  0.387
H -2.18570 11.88276 6.66007  0.374
H -2.99239 11.54542 4.24973  0.471
C -10.21896 11.95576 6.90134  -0.656
C -9.23156 11.80147 7.83395  -0.755
C -8.14285 12.59666 7.90746  -0.319
C -7.93391 13.57842 6.94835  -1.125
C -8.92859 13.70741 5.98063  0.228
C -10.08368 12.89455 5.91944  -0.079
H -10.96567 11.18061 6.81203  0.393
H -9.37002 11.10705 8.64943  0.380
H -7.39499 12.41979 8.66629  0.413
H -7.09035 14.24961 7.01381  0.496
H -8.82784 14.53734 5.29691  0.464
H -10.83348 12.86953 5.14254  0.550
C -13.56821 10.68678 4.24928  -0.707
C -13.88893 10.13155 3.03033  -0.066
C -14.85567 10.75982 2.20870  -1.041
C -15.41681 11.93645 2.57842  0.386
C -15.15848 12.49963 3.81770  -0.652
C -14.20134 11.87329 4.60211  -0.315
H -12.87677 10.17889 4.90531  0.429
H -13.37213 9.20942 2.80901  0.392
H -15.17328 10.44298 1.22629  0.442
H -16.12361 12.47506 1.96464  0.302
H -15.42737 13.51358 4.07463  0.437
H -14.05826 12.31050 5.57925  0.379
C -9.62782 13.46315 2.53941  -0.402
C -10.86206 12.86195 2.26772  -0.803
C -11.91799 13.56572 1.66226  -1.314
C -11.76854 14.86638 1.29307  0.347
C -10.54205 15.45798 1.66143  -0.085
C -9.40785 14.78529 2.19042  -1.479
N -12.86058 15.51670 0.53556  1.179
O -12.75090 16.75717 0.35824  -0.480
O -13.77431 14.84814 -0.00299  -0.487
H -8.86484 12.77047 2.86263  0.702
H -11.00835 11.81002 2.46376  0.623
H -12.89622 13.19290 1.39680  0.615
H -10.42817 16.52673 1.55554  0.677
H -8.48070 15.30311 2.38702  0.908
C -10.64020 17.29494 4.64603  -0.639
C -11.47790 16.17114 4.73516  -0.253
C -12.80654 16.37618 4.39230  -0.162
C -13.20484 17.57894 3.76769  -0.252
C -12.26881 18.67200 3.61976  -0.452
C -10.97497 18.46768 4.04104  -0.504
N -14.66288 17.72166 3.44792  1.169
O -15.43377 16.77555 3.58000  -0.623
O -15.05192 18.75362 2.90982  -0.625
H -9.60761 17.14942 4.92710  0.301
H -11.19642 15.45056 5.48877  0.494
H -13.46963 15.56361 4.65012  0.551
H -12.42010 19.68967 3.29132  0.506
H -10.24700 19.25488 3.91151  0.465
C -19.98480 15.99245 -0.42599  -0.774
C -21.08271 15.26014 -0.01078  -0.312
C -20.98951 14.31645 1.03313  -0.870
C -19.76000 14.22450 1.73419  0.662
C -18.68874 14.98378 1.36409  -0.467
C -18.80126 15.77925 0.23597  -0.232
N -19.49043 13.20995 2.83305  0.842
O -20.50370 12.92369 3.44974  -0.535
O -18.39265 12.82832 3.33792  -0.559
H -20.05388 16.62183 -1.30094  0.447
H -21.96977 15.32462 -0.62347  0.366
H -21.77932 13.66757 1.38177  0.461
H -17.73568 14.72090 1.79881  0.491
H -17.99310 16.37100 -0.16789  0.482

Output
Charge ... 0
Frontier orbital gap ... 8.0 eV
Calculated total energy ... -111338.5654 eV
HOMO ... -8.7 eV